The following is a DFT calculation (the ωB97M-V functional and the def2-TZVPD basis) of C4H5NO in the gas phase in a non-equilibrium geometry.

Last column: natural (NBO) charge in e.
Geometry (Å):
N 2.91 0.22 0.73  -0.334
C 1.81 -0.15 0.78  0.263
C 0.42 -0.47 0.72  -0.384
C -0.23 -0.85 -0.56  -0.442
C -0.81 0.42 -0.16  0.182
O -0.77 1.46 -1.07  -0.674
H -0.03 -0.86 1.64  0.244
H -0.74 -1.79 -0.45  0.223
H 0.38 -0.74 -1.46  0.250
H -1.61 0.52 0.56  0.184
H -1.26 2.24 -0.74  0.488

Molecular weight in u: 83.1
HOMO in eV: -9.10
E_LUMO in eV: 0.5
Total energy in Eh: -285.3329
SMILES: N#C[C@@H]1C[C@@H]1O
ΔE to the lowest compared entry with this formula, charge and spin in kJ/mol: 214.59
Net charge: 0